Record 1
Computed, not measured: 11 unconnected molecules or ions with the total composition C27H51F5O21S6 in a non-equilibrium geometry, with ωB97M-V/def2-TZVPD.

The geometry in XYZ format:
```
110
Properties=species:S:1:pos:R:3:forces:R:3:mulliken_charge:R:1
C 10.94371 13.03234 12.71760 0.346 -0.380 1.109 1.585
C 12.41806 13.43430 12.73720 0.036 -0.719 0.547 0.240
O 12.99091 12.51413 13.72738 0.138 1.504 -0.730 -0.129
C 12.03118 12.24678 14.62017 -1.820 -0.981 0.641 0.337
O 12.15488 11.82001 15.74099 0.672 0.407 -1.002 -0.444
O 10.80484 12.44950 14.08103 0.405 0.593 -1.041 -0.150
F 12.45911 14.71935 13.26136 0.492 -0.545 -0.205 -0.224
H 10.66720 12.29167 11.96312 0.180 0.042 0.170 -0.496
H 10.29994 13.90694 12.66522 0.034 -0.098 -0.157 -0.836
H 13.04272 13.36700 11.83364 -0.480 0.167 0.365 0.162
C 7.14069 12.89060 13.22514 1.975 -1.630 -0.865 0.115
C 7.11082 12.07638 11.89721 -1.274 -0.155 -0.356 1.126
O 6.47241 12.96131 11.00549 -0.649 0.212 -0.215 -0.356
C 6.10134 14.11005 11.62146 2.004 -2.124 1.413 0.754
O 5.39711 14.94492 11.23421 -1.378 1.763 -1.388 -0.513
O 6.72865 14.16300 12.82578 -0.301 0.603 0.725 -0.328
F 6.27847 10.93494 11.99292 0.831 1.005 0.287 -0.398
H 8.16280 12.82933 13.66110 -0.530 0.740 -0.398 -0.191
H 6.51040 12.44085 13.96260 -0.871 -0.134 0.299 0.284
H 8.00510 11.77320 11.36094 0.255 -0.166 0.551 -0.492
C 14.23804 17.64878 8.72527 0.870 -0.410 0.607 -0.333
C 13.49035 17.80091 10.02475 0.106 1.977 0.526 0.078
O 13.37868 16.53180 10.56428 0.178 0.642 -0.135 0.161
C 13.34858 15.73197 9.48955 -1.995 -2.170 -0.547 0.389
O 12.85829 14.63661 9.53045 0.838 0.162 -0.060 -0.461
O 13.71572 16.35086 8.37087 0.660 0.130 -0.417 -0.411
F 12.24612 18.26202 9.58741 -0.510 -0.285 0.579 -0.353
H 15.33344 17.59477 8.79292 -0.416 0.032 0.192 0.277
H 13.94126 18.42670 8.04012 -0.222 -0.136 -0.374 0.318
H 13.78714 18.48157 10.81729 0.458 0.000 -0.273 0.344
C 9.56785 17.48457 12.42948 0.123 -0.087 -0.498 0.194
C 8.58429 16.76016 13.33582 -0.518 -0.178 0.885 0.561
O 8.32493 17.69811 14.42918 0.986 -1.290 -2.372 -0.433
C 9.27753 18.68293 14.35785 -0.093 -1.510 -1.459 0.575
O 9.36930 19.45730 15.22162 0.851 1.687 0.788 -0.489
O 10.04398 18.57284 13.19056 -0.892 0.642 2.130 -0.386
F 9.13235 15.61170 13.88297 0.350 0.315 0.188 0.105
H 9.10303 17.84827 11.53229 -0.746 0.361 -0.291 0.124
H 10.42389 16.94793 12.02349 -0.083 -0.677 0.646 -0.235
H 7.64262 16.40219 12.91843 0.108 0.519 -0.143 0.179
C 15.63712 15.97948 13.66132 2.046 -1.587 1.271 0.382
C 16.42599 15.04517 12.73582 0.646 -0.517 0.162 0.318
O 17.05252 15.96980 11.86933 -0.313 -0.852 0.016 -0.366
C 16.28769 17.08865 11.85132 0.878 -0.402 -0.389 0.554
O 16.33312 17.88453 10.98139 0.007 0.981 -0.762 -0.563
O 15.54078 17.16594 12.92473 -1.514 0.530 0.409 -0.315
F 15.58395 14.23472 11.99272 -0.250 0.304 -0.180 -0.274
H 16.29820 16.15740 14.53515 -0.588 -0.056 -0.278 0.257
H 14.72237 15.50094 13.98152 -0.491 0.456 -0.209 -0.288
H 17.16543 14.33156 13.15824 -0.471 0.960 0.089 0.313
C 15.67223 11.47620 16.96545 0.127 0.359 0.765 -0.590
S 16.22610 13.19955 16.87455 -0.157 -0.058 0.232 0.284
O 16.63511 13.49047 15.46742 0.049 -0.036 -0.238 -0.554
C 14.59583 13.95091 16.99669 0.205 0.017 -1.335 -0.351
H 14.75362 11.30466 16.45094 -0.955 0.183 -0.161 -0.088
H 15.64434 11.16781 18.01921 -0.231 0.208 -0.251 0.368
H 16.38342 10.86165 16.47531 1.094 -0.352 -0.426 0.416
H 14.02211 13.63997 17.83510 -0.308 -0.150 0.973 0.527
H 14.08675 13.57670 16.10078 0.023 0.165 0.091 -0.415
H 14.70182 15.03709 16.91999 0.064 -0.218 0.230 0.390
C 11.43161 15.46648 16.41698 -0.608 -1.096 0.220 0.340
S 10.23779 14.33960 17.20094 -0.422 0.305 -0.677 0.669
O 10.75740 14.16704 18.56401 0.257 -0.393 1.311 -0.735
C 8.75345 15.43508 17.29962 1.092 -2.353 1.696 -0.810
H 11.97583 14.73452 15.80408 0.605 0.708 0.372 -0.569
H 11.97678 16.01159 17.21971 -0.338 -0.370 -0.843 0.522
H 10.82536 16.03197 15.73868 0.107 0.900 -0.384 -0.353
H 9.05237 16.17415 18.03061 -0.335 0.450 0.034 0.398
H 7.99797 14.69871 17.73178 0.566 1.395 -0.900 0.341
H 8.66818 15.77426 16.30124 -0.949 0.491 -0.806 0.015
C 9.80870 9.33614 10.31583 1.155 1.302 0.113 -0.507
S 9.27119 10.24203 8.82349 -1.041 1.079 1.419 0.142
O 8.46934 11.46120 9.33534 0.994 -1.352 -0.654 -0.420
C 10.85564 10.90481 8.34138 -0.588 1.258 0.556 -0.427
H 8.95098 8.86025 10.79496 0.180 -0.148 -0.311 0.417
H 10.24498 10.10970 11.04604 -0.528 -1.153 -1.076 -0.210
H 10.62681 8.66700 9.95584 -0.685 0.237 0.641 0.417
H 11.43753 10.14627 7.88021 0.637 -0.629 -0.351 0.558
H 11.36473 11.37343 9.20209 -0.230 -0.305 -0.339 -0.315
H 10.57158 11.69768 7.63870 0.261 -0.210 -0.001 0.321
C 9.52377 16.37559 8.56347 1.345 -1.446 -0.975 -1.036
S 9.33015 14.53483 9.14637 0.245 3.462 1.428 0.688
O 9.20308 14.77050 10.67472 -0.246 -0.888 -1.778 -0.578
C 7.70039 14.45863 8.38424 0.241 0.142 0.322 -1.236
H 8.62078 16.91665 8.72843 -0.777 0.146 0.541 0.481
H 9.67317 16.34463 7.47190 -0.005 -0.093 0.254 0.439
H 10.39622 16.91530 8.97380 -0.440 -0.708 0.202 0.031
H 7.04593 15.12669 8.90182 -0.390 0.496 0.554 0.325
H 7.35620 13.46271 8.52162 -0.342 -0.908 -0.179 0.317
H 7.73047 14.78520 7.34855 0.324 -0.290 -0.145 0.514
C 15.11275 10.81957 9.62107 -0.227 0.859 0.379 -1.071
S 13.60059 10.34051 10.61015 1.267 -0.649 -0.201 1.003
O 13.13544 9.12363 9.86650 -0.326 0.350 0.110 -0.711
C 14.39496 9.58570 12.11298 -0.488 -0.574 -1.263 -0.970
H 14.81858 11.03296 8.56094 -0.049 -0.335 1.075 0.318
H 15.74835 9.93934 9.67888 0.121 0.039 -0.160 0.385
H 15.63208 11.72929 10.02522 -0.523 -0.854 -0.158 0.211
H 13.56071 9.08027 12.61379 0.074 0.503 0.169 0.016
H 14.99378 10.22705 12.72199 -0.039 0.777 0.464 0.345
H 15.04063 8.79348 11.74297 0.080 -0.063 -0.331 0.514
C 11.58144 8.61708 16.10876 0.869 -1.291 -0.775 -0.910
S 10.47778 8.63966 14.68206 -1.196 0.211 0.637 0.575
O 11.30874 8.83717 13.48603 0.908 0.267 -1.067 -0.559
C 9.94029 6.89494 14.65594 1.942 0.369 -0.900 -1.105
H 12.54680 8.13917 15.76765 -0.876 0.720 0.315 0.265
H 11.15168 7.96382 16.84547 -0.302 -0.247 0.514 0.466
H 11.70051 9.60911 16.51627 0.128 0.273 -0.182 0.191
H 10.88609 6.29982 14.72795 -0.952 0.171 -0.101 0.290
H 9.42080 6.71160 13.69127 0.288 0.193 0.791 0.315
H 9.32926 6.79877 15.51592 -0.767 -0.509 0.712 0.434
```
Forces are in eV/Å.

The calculation puts the lowest unoccupied orbital energy at 0.33 eV. As for the calculated total energy: -5527.77220 a.u. As for the HOMO energy: -8.476 eV. For the frontier orbital gap, the calculation gives 8.8 eV. The net charge is 0.



Record 2
Computed, not measured: a molecular structure, C31H44IN4O5PRu, with ωB97M-V/def2-TZVPD.

The geometry in XYZ format:
```
87
Properties=species:S:1:pos:R:3:forces:R:3:mulliken_charge:R:1
Ru 1.54564 -1.05111 -1.14188 -0.081 -0.046 0.032 2.320
C 5.78090 -0.05073 -0.10506 -0.013 0.050 -0.018 -1.563
C 4.64820 -0.49475 -0.98429 -0.003 -0.018 0.020 1.009
O 3.50261 -0.36206 -0.50607 0.009 0.020 0.030 -0.652
C 4.89947 -1.03554 -2.30300 0.015 0.000 -0.027 0.100
C 6.23772 -1.18796 -2.72952 0.010 0.004 0.006 -0.778
C 6.55534 -1.69374 -3.96154 -0.003 -0.005 -0.010 -0.949
C 5.52036 -2.07017 -4.82372 0.007 0.003 0.007 -0.544
C 4.20703 -1.93007 -4.44703 -0.009 0.005 0.008 -0.654
C 3.85849 -1.41068 -3.18949 -0.004 -0.009 -0.011 0.602
O 2.56694 -1.29818 -2.91677 -0.005 0.026 -0.022 -0.821
H 5.37210 0.30621 0.83524 0.004 -0.003 0.002 0.307
H 6.34133 0.75146 -0.58699 0.013 -0.011 0.004 0.429
H 6.47184 -0.87144 0.08618 -0.009 -0.015 -0.001 0.434
H 7.03859 -0.90037 -2.06392 -0.006 0.001 0.006 0.382
H 7.58763 -1.80363 -4.26035 -0.001 -0.002 -0.001 0.414
H 5.75313 -2.47862 -5.79863 -0.001 0.000 -0.001 0.428
H 3.40820 -2.23035 -5.11244 0.002 -0.003 -0.003 0.358
O 0.58401 0.40071 -0.05988 -0.021 -0.087 -0.015 0.286
P -0.71728 1.02333 0.50176 0.038 0.078 0.052 -0.928
C -2.12296 -0.08401 0.24071 0.007 0.022 -0.017 2.242
C -1.84448 -1.50797 0.74234 0.004 -0.026 0.009 0.241
C -3.04023 -2.40884 0.44543 -0.008 -0.002 0.005 -0.469
C -4.35107 -1.86647 1.06141 -0.001 0.004 -0.005 -0.890
C -4.14516 -0.51421 1.73998 -0.007 0.010 -0.005 -0.937
C -3.47585 0.46614 0.78052 0.002 -0.019 -0.001 -0.831
C -0.32846 1.33076 2.25217 -0.022 -0.004 -0.015 0.326
C -1.43971 1.88352 3.15555 0.013 0.014 -0.007 -0.088
C -0.88539 2.02774 4.57173 -0.005 -0.001 0.000 -1.019
C -0.56060 0.65298 5.18775 0.000 -0.001 -0.001 -0.852
C -0.41130 -0.42793 4.11443 0.005 -0.006 -0.002 -0.614
C 0.35611 0.08349 2.89934 0.016 0.008 -0.006 -0.215
C -0.93060 2.49862 -0.55959 -0.022 -0.020 0.013 0.697
C -2.30668 3.14700 -0.75692 -0.004 0.005 0.004 -0.994
C -2.67674 4.16941 0.31179 -0.011 -0.006 -0.013 -0.407
C -1.58304 5.22272 0.46305 0.002 0.000 0.004 -1.034
C -0.23190 4.57946 0.76202 -0.005 -0.010 -0.007 -0.123
C 0.15630 3.55868 -0.30693 0.014 0.002 0.012 -1.222
H -2.17103 -0.13386 -0.85378 0.000 0.003 -0.006 -0.634
H -1.64567 -1.51050 1.81504 -0.003 -0.006 -0.001 -0.135
H -0.95286 -1.91293 0.26655 0.007 0.008 -0.004 -0.844
H -2.82483 -3.40816 0.82360 -0.005 -0.011 -0.010 0.525
H -3.14524 -2.50290 -0.64036 0.005 0.014 -0.003 -0.077
H -4.76018 -2.58068 1.77581 0.013 0.004 0.013 0.400
H -5.10688 -1.74649 0.28137 -0.003 -0.015 0.002 0.376
H -3.54347 -0.63292 2.64567 0.004 0.000 0.002 0.135
H -5.10415 -0.10568 2.06224 0.001 0.004 -0.003 0.546
H -3.36109 1.44012 1.25712 0.009 0.028 0.016 0.190
H -4.14716 0.62587 -0.06697 0.001 0.002 -0.006 0.378
H 0.43447 2.11285 2.16274 0.003 0.011 -0.006 0.855
H -2.30157 1.21480 3.16959 -0.017 -0.005 -0.006 0.053
H -1.79094 2.84792 2.79009 0.010 -0.001 -0.001 -0.090
H -1.59574 2.56940 5.19644 -0.001 -0.001 -0.001 0.443
H 0.01607 2.64630 4.52516 -0.003 0.001 0.001 0.372
H -1.34657 0.35877 5.88479 0.003 0.000 0.003 0.364
H 0.35893 0.72036 5.77193 0.002 -0.002 -0.004 0.366
H -1.39931 -0.78145 3.80674 -0.005 -0.002 -0.004 -0.064
H 0.09992 -1.30086 4.52169 -0.001 -0.002 0.000 0.665
H 0.49314 -0.72178 2.17748 0.000 -0.004 -0.006 -0.350
H 1.36175 0.37345 3.21127 0.001 -0.001 0.001 0.479
H -0.68740 1.99480 -1.50566 0.006 -0.002 -0.011 0.223
H -3.08292 2.39072 -0.86995 -0.004 -0.001 -0.001 0.140
H -2.25394 3.66992 -1.71832 0.002 0.003 -0.003 0.604
H -2.84656 3.67278 1.27117 -0.002 -0.006 -0.003 0.082
H -3.62275 4.64247 0.04261 -0.001 -0.002 0.004 0.407
H -1.84497 5.93033 1.25111 -0.001 0.002 -0.003 0.455
H -1.51099 5.79919 -0.46524 0.002 -0.001 -0.002 0.369
H -0.27079 4.10527 1.74649 -0.003 -0.014 0.018 -0.071
H 0.54485 5.34354 0.82331 0.002 -0.002 0.001 0.469
H 1.11031 3.08146 -0.06740 -0.007 0.001 0.002 0.319
H 0.31121 4.09046 -1.25072 -0.002 -0.005 -0.006 0.635
O 1.30233 -2.75328 -0.03761 0.036 0.055 -0.011 -0.458
N 1.39493 -3.89819 -0.70927 -0.019 -0.019 0.018 -0.450
C 0.81384 -4.88091 -0.11399 -0.012 0.018 -0.031 0.774
C 0.84697 -6.16941 -0.74391 0.011 -0.019 0.005 -0.045
N 0.85824 -7.20492 -1.23807 -0.009 0.005 -0.007 -0.374
C 0.11376 -4.70769 1.13287 0.048 0.004 0.045 0.143
N -0.44373 -4.53015 2.12047 -0.040 0.003 -0.022 -0.452
N 0.23752 -1.52804 -4.48408 0.007 0.004 0.001 -0.169
C -0.67033 -1.43727 -3.52813 0.009 0.019 -0.008 0.232
O -0.36896 -1.26122 -2.32912 0.053 -0.005 -0.006 -0.034
C -2.11819 -1.54038 -3.90314 -0.019 0.019 0.019 -0.924
I -3.00159 0.40026 -3.79503 0.011 -0.015 -0.003 0.100
H 1.22137 -1.45892 -4.21736 -0.006 -0.020 0.006 0.183
H -0.02849 -1.67342 -5.44244 -0.004 0.003 0.000 0.171
H -2.63737 -2.16099 -3.17976 0.001 -0.003 -0.001 0.216
H -2.27444 -1.91146 -4.91041 -0.001 -0.001 -0.002 0.511
```
Forces are in eV/Å.

Its multiplicity is 6. The calculation puts the lowest unoccupied orbital energy (alpha / beta) at -2.85 / -4.47 eV. As for the calculated total energy: -2536.58826 a.u. As for the HOMO energy (alpha / beta): -11.222 / -11.402 eV. For the frontier orbital gap (alpha / beta), the calculation gives 8.4 / 6.9 eV. The net charge is +1. As for the expectation value of S²: 8.759.



Record 3
Computed, not measured: a single C6H10NO2P molecule in a non-equilibrium geometry, with ωB97M-V/def2-TZVPD.

The geometry in XYZ format:
```
20
Properties=species:S:1:pos:R:3:forces:R:3:mulliken_charge:R:1
C 1.23453 2.70691 -1.18557 2.200 1.161 -0.382 -0.835
N 1.14027 1.28881 -1.51583 -1.615 1.071 1.774 -0.211
C 0.26147 0.51240 -0.79595 1.395 -4.637 -0.163 0.509
C -0.67442 1.00519 0.17923 1.389 0.596 -0.499 -0.518
C -1.30452 0.03355 0.86201 -0.990 -0.874 -0.129 0.499
O -2.13308 0.20436 1.91071 0.647 2.252 1.057 -0.497
P -1.17783 -1.64312 0.21277 -0.726 -0.133 0.454 -0.175
C -0.56837 -2.65185 1.63118 -3.942 -3.334 -1.252 -1.001
C 0.36180 -1.34357 -0.56946 0.741 4.388 -1.733 -0.104
O 0.83307 -2.16764 -1.57535 0.223 -0.253 -0.645 -0.429
H 2.05138 3.00975 -0.43581 -0.716 -0.972 -0.839 0.284
H 1.52916 3.30447 -2.12613 -1.073 -0.747 1.391 0.276
H 0.34607 2.99677 -0.66707 -0.593 0.693 -0.577 0.270
H 1.97520 1.01645 -1.97689 0.071 -1.477 -0.311 0.241
H -0.70330 2.05635 0.47822 -0.298 -0.322 0.042 0.071
H -1.97499 1.14187 2.26605 -0.558 -1.893 -0.646 0.326
H -1.34948 -2.86043 2.44121 1.021 0.426 -1.153 0.313
H 0.30281 -2.31004 2.00176 2.920 1.212 1.329 0.405
H -0.38479 -3.67595 1.09355 -0.179 1.705 1.135 0.275
H 0.23502 -2.62427 -2.22865 0.085 1.139 1.146 0.303
```
Forces are in eV/Å.

The energy above the lowest of the compared OMol25 structures with the same formula, charge and spin comes out at 5.019 eV. The calculation puts the lowest unoccupied orbital energy (alpha / beta) at 0.41 / 0.41 eV. As for the calculated total energy: -781.03113 a.u. As for the HOMO energy (alpha / beta): -6.293 / -6.294 eV. For the frontier orbital gap (alpha / beta), the calculation gives 6.7 / 6.7 eV. The net charge is 0.



Record 4
Computed, not measured: a single C3H7ClN2S molecule in a non-equilibrium geometry, with ωB97M-V/def2-TZVPD.

The geometry in XYZ format:
```
14
Properties=species:S:1:pos:R:3:forces:R:3:mulliken_charge:R:1
C 0.25426 3.11706 -0.48527 -0.145 -1.947 2.644 -0.765
N -0.70291 1.99297 -0.09848 -2.754 0.043 3.183 -0.633
C -0.48841 0.74473 0.12905 3.645 1.703 -0.110 0.803
C -1.17794 -0.37124 0.97437 -2.617 0.085 0.354 -0.525
Cl -1.41336 -1.95831 0.00865 -0.272 1.180 0.163 -0.197
N 0.82041 0.43362 -0.33364 0.053 -0.906 0.672 -0.314
S 1.91938 -0.83711 -0.05133 -1.007 -0.027 -0.061 -0.165
H 1.35549 2.85700 -0.07400 -2.184 0.888 -1.389 0.214
H -0.02826 2.91244 -1.48942 1.352 1.347 -1.825 0.443
H -0.06533 4.16026 -0.06544 0.280 -2.271 -0.841 0.213
H -0.57256 -0.84279 1.78415 0.038 1.380 -0.630 0.283
H -2.25048 -0.05155 1.46778 2.827 -0.678 -1.654 0.301
H 1.28381 1.24750 -0.66423 0.186 0.158 -0.389 0.211
H 1.24445 -1.52730 -0.96876 0.599 -0.955 -0.117 0.131
```
Forces are in eV/Å.

The energy above the lowest of the compared OMol25 structures with the same formula, charge and spin comes out at 3.037 eV. The calculation puts the lowest unoccupied orbital energy at 0.70 eV. As for the calculated total energy: -1086.27698 a.u. As for the HOMO energy: -8.813 eV. For the frontier orbital gap, the calculation gives 9.5 eV. The net charge is 0.